Entry 1:
The following is a DFT calculation (wB97M-V/def2-TZVPD) of a molecular structure, C9H5ClF5O2RhS in a non-equilibrium geometry.

Geometry as XYZ:
```
24
Properties=species:S:1:pos:R:3
Rh 1.930 -0.367 -1.430
F -4.519 1.159 1.138
C -3.455 0.522 0.658
C -2.304 1.221 0.350
F -2.259 2.541 0.530
C -1.203 0.552 -0.151
F -0.144 1.306 -0.464
C -1.186 -0.835 -0.344
S 0.159 -1.806 -0.908
C -2.379 -1.501 -0.037
F -2.441 -2.819 -0.218
C -3.492 -0.846 0.451
F -4.604 -1.525 0.727
Cl 0.374 -0.144 -4.044
C 1.650 0.755 -3.243
H 1.305 1.758 -3.012
H 2.535 0.746 -3.873
C 2.684 0.050 2.689
O 2.355 0.488 1.357
C 2.936 -0.138 0.365
O 3.798 -0.969 0.425
H 2.125 0.702 3.350
H 3.754 0.138 2.870
H 2.380 -0.988 2.815
```

Results
Total energy ... -1964.5485 Ha
Highest occupied orbital energy (spin up / spin down) ... -8.43 / -8.42 eV
Total charge ... 0
Kohn-Sham gap (spin up / spin down) ... 6.561 / 6.574 eV
Relative energy (zero: lowest compared OMol25 entry of this formula, charge and spin) ... 52.7 kcal/mol

Entry 2:
The following is a DFT calculation (wB97M-V/def2-TZVPD) of a molecular structure, C9H15Br6Cl9 in a non-equilibrium geometry.

Geometry as XYZ:
```
39
Properties=species:S:1:pos:R:3
Br -1.989 2.054 1.956
C -0.248 2.820 1.359
C -0.475 4.404 1.365
Br 1.126 5.280 0.650
H -0.104 2.272 0.428
H 0.535 2.492 2.043
H -0.673 4.823 2.352
H -1.329 4.648 0.733
Br -1.400 -3.001 -2.746
C -0.462 -3.019 -0.960
C 1.052 -3.208 -1.233
Br 1.862 -3.180 0.572
H -0.932 -3.814 -0.381
H -0.792 -2.141 -0.404
H 1.434 -2.364 -1.808
H 1.151 -4.139 -1.791
Br -3.530 0.868 3.041
C -1.803 -0.080 2.828
C -1.877 -0.727 1.444
Br -0.267 -1.945 1.267
H -1.762 -0.874 3.573
H -1.001 0.656 2.873
H -1.932 -0.034 0.604
H -2.707 -1.422 1.312
C 0.087 0.114 -0.991
Cl 1.001 -1.286 -0.496
Cl -0.469 0.891 0.610
Cl -1.188 -0.236 -2.163
H 0.757 0.821 -1.480
C 0.745 -1.294 -3.717
Cl 1.983 -0.574 -2.667
Cl 0.961 -3.006 -3.783
Cl 0.624 -0.608 -5.281
H -0.206 -1.102 -3.220
C 2.468 1.170 0.847
Cl 2.104 1.153 -0.891
Cl 1.550 -0.133 1.653
Cl 2.164 2.702 1.569
H 3.544 1.018 0.932
```

Results
Total energy ... -19936.3759 Ha
Highest occupied orbital energy ... -7.64 eV
Total charge ... 0
Kohn-Sham gap ... 7.624 eV
Relative energy (zero: lowest compared OMol25 entry of this formula, charge and spin) ... 857.4 kcal/mol

Entry 3:
The following is a DFT calculation (wB97M-V/def2-TZVPD) of a molecular structure, C21H31BN6Pd.

Geometry as XYZ:
```
60
Properties=species:S:1:pos:R:3
Pd 0.041 -0.149 0.884
C -2.686 -0.479 -0.675
C -1.642 -0.130 -1.685
C -1.794 0.035 -3.072
C -0.534 0.345 -3.533
C -0.154 0.618 -4.955
N 0.307 0.367 -2.466
N -0.383 0.072 -1.330
B 1.823 0.659 -2.623
N 2.682 -0.509 -2.088
N 2.556 -0.852 -0.796
C 3.437 -1.802 -0.551
C 3.504 -2.395 0.820
C 4.182 -2.079 -1.721
C 3.672 -1.223 -2.679
C 4.058 -1.103 -4.120
N 2.210 1.999 -1.951
N 1.510 2.447 -0.894
C 2.098 3.551 -0.476
C 1.549 4.263 0.719
C 3.215 3.845 -1.289
C 3.252 2.821 -2.216
C 4.250 2.568 -3.299
H -3.663 -0.595 -1.157
H -2.737 0.291 0.096
H -2.415 -1.398 -0.154
H -2.695 -0.060 -3.659
H -1.050 0.537 -5.573
H 0.586 -0.095 -5.325
H 0.265 1.618 -5.082
H 2.051 0.753 -3.803
H 2.860 -1.804 1.474
H 4.526 -2.383 1.211
H 3.156 -3.432 0.831
H 4.968 -2.807 -1.862
H 4.552 -2.021 -4.442
H 4.744 -0.272 -4.300
H 3.181 -0.942 -4.748
H 0.800 3.618 1.179
H 1.088 5.219 0.453
H 2.332 4.464 1.455
H 3.908 4.670 -1.211
H 4.730 3.504 -3.590
H 3.777 2.127 -4.176
H 5.032 1.879 -2.965
C 1.057 0.628 6.118
C 0.349 -0.595 5.509
C -1.049 -0.712 6.140
C 1.153 -1.855 5.874
C 0.246 -0.455 4.051
C 0.157 -0.340 2.828
H 1.137 0.542 7.210
H 0.504 1.536 5.872
H 2.058 0.723 5.694
H -0.987 -0.818 7.232
H -1.572 -1.577 5.729
H -1.638 0.176 5.904
H 1.233 -1.978 6.963
H 2.157 -1.788 5.450
H 0.672 -2.738 5.450
```

Results
Total energy ... -1300.0767 Ha
Highest occupied orbital energy ... 1.22 eV
Total charge ... -2
Kohn-Sham gap ... 3.447 eV
Relative energy (zero: lowest compared OMol25 entry of this formula, charge and spin) ... 0.0 kcal/mol

Entry 4:
The following is a DFT calculation (wB97M-V/def2-TZVPD) of a molecular structure, C30H59BN9O5SeW in a non-equilibrium geometry.

Geometry as XYZ:
```
106
Properties=species:S:1:pos:R:3
W 1.085 -0.445 -0.003
C -0.746 4.737 0.556
C 0.070 3.685 -0.118
C 1.032 3.902 -1.072
C 1.513 2.660 -1.475
N 0.855 1.690 -0.764
N -0.043 2.362 0.058
B -1.259 1.742 0.784
N -2.270 1.078 -0.170
N -2.007 0.166 -1.155
C -3.140 0.012 -1.835
C -4.149 0.827 -1.289
C -3.567 1.491 -0.244
C -4.242 2.464 0.673
C -3.406 -0.916 -3.009
C -4.469 -1.942 -2.584
C -2.179 -1.677 -3.500
C -3.945 -0.083 -4.184
N -0.842 0.939 2.073
N -0.363 -0.357 2.205
C -0.527 -0.688 3.524
C -1.035 0.433 4.193
C -1.222 1.423 3.274
C -1.741 2.790 3.592
C -0.351 -1.932 4.473
C -1.735 -2.162 5.120
C 0.079 -3.341 4.030
C 0.664 -1.527 5.566
C 2.575 2.586 -2.575
C 2.371 1.380 -3.501
C 2.460 3.836 -3.462
C 3.984 2.639 -1.948
H -0.365 5.712 0.261
H -0.700 4.666 1.640
H -1.794 4.679 0.258
H 1.338 4.865 -1.447
H -1.846 2.667 1.231
H -5.173 0.930 -1.616
H -5.289 2.539 0.384
H -3.804 3.461 0.614
H -4.202 2.133 1.712
H -4.701 -2.608 -3.420
H -4.112 -2.553 -1.750
H -5.395 -1.456 -2.274
H -1.732 -2.277 -2.704
H -1.430 -0.996 -3.911
H -2.475 -2.361 -4.298
H -4.890 0.402 -3.936
H -4.115 -0.728 -5.050
H -3.230 0.694 -4.468
H -1.274 0.520 5.240
H -1.841 2.875 4.673
H -2.717 2.979 3.146
H -1.062 3.571 3.255
H -2.481 -2.381 4.352
H -2.087 -1.309 5.698
H -1.681 -3.020 5.795
H -0.694 -3.866 3.469
H 0.228 -3.917 4.944
H 1.018 -3.380 3.494
H 0.434 -0.567 6.022
H 1.677 -1.469 5.158
H 0.666 -2.281 6.356
H 1.449 1.504 -4.081
H 2.332 0.460 -2.942
H 3.210 1.301 -4.195
H 1.441 3.980 -3.828
H 3.118 3.702 -4.324
H 2.783 4.742 -2.945
H 4.197 1.795 -1.309
H 4.091 3.552 -1.355
H 4.739 2.653 -2.739
N -0.482 -2.044 -0.087
C -0.251 -3.146 0.858
C 1.230 -3.437 0.872
N 1.982 -2.162 0.975
C 2.544 -1.785 2.299
C 3.251 -0.457 2.165
N 2.272 0.544 1.630
H -1.393 -1.623 0.046
H -0.480 -2.389 -1.036
H -0.822 -4.034 0.585
H -0.588 -2.799 1.816
H 1.528 -3.894 -0.073
H 1.495 -4.129 1.663
H 2.804 -2.344 0.328
H 3.243 -2.540 2.658
H 1.740 -1.670 3.011
H 4.082 -0.522 1.475
H 3.644 -0.143 3.130
H 2.777 1.319 1.222
H 1.714 0.909 2.391
O 4.583 -0.886 -2.819
Se 4.252 -1.126 -1.279
O 5.321 -0.583 -0.211
O 2.789 -0.193 -0.919
O 3.759 -2.651 -0.937
C 1.689 -1.878 -4.370
C 1.224 -2.345 -3.012
O 0.715 -1.234 -2.203
H 1.905 -2.760 -4.978
H 2.604 -1.292 -4.293
H 0.914 -1.298 -4.885
H 2.036 -2.800 -2.459
H 0.408 -3.063 -3.117
H 0.434 -0.528 -2.793
```

Results
Total energy ... -4540.7261 Ha
Highest occupied orbital energy (spin up / spin down) ... -11.33 / -11.36 eV
Total charge ... +1
Kohn-Sham gap (spin up / spin down) ... 7.985 / 7.700 eV
Relative energy (zero: lowest compared OMol25 entry of this formula, charge and spin) ... 33.8 kcal/mol
2S+1 ... 3